Entry 1:
{
  "formula": "C31H46FeN8O5S4Si",
  "method": "wB97M-V/def2-TZVPD",
  "charge": 0,
  "multiplicity": 5,
  "e_lumo_ev": [0.5, 0.5],
  "energy_ha": -5169.45344,
  "gap_ev": [8.00, 8.00],
  "e_homo_ev": [-7.5, -7.5],
  "elements": ["Fe", "S", "S", "S", "S", "Si", "O", "O", "O", "O", "O", "N", "N", "N", "N", "N", "N", "N", "N", "C", "C", "C", "C", "C", "C", "C", "C", "C", "C", "C", "C", "C", "C", "C", "C", "C", "C", "C", "C", "C", "C", "C", "C", "C", "C", "C", "C", "C", "C", "C", "H", "H", "H", "H", "H", "H", "H", "H", "H", "H", "H", "H", "H", "H", "H", "H", "H", "H", "H", "H", "H", "H", "H", "H", "H", "H", "H", "H", "H", "H", "H", "H", "H", "H", "H", "H", "H", "H", "H", "H", "H", "H", "H", "H", "H", "H"],
  "coordinates": [[-0.429, -0.420, -1.016], [-4.491, -3.397, -0.978], [-4.358, 2.897, -0.888], [0.820, 1.605, -0.487], [2.611, -4.044, -1.219], [0.249, 1.412, 1.493], [2.605, -0.595, -4.170], [-0.316, -0.174, 1.567], [1.416, 1.657, 2.622], [-1.718, -0.235, -2.953], [-0.998, 2.337, 2.021], [0.503, -0.405, -3.198], [1.764, -2.463, 0.790], [-2.481, 1.136, -0.813], [-1.950, -4.016, -0.389], [-2.552, -1.736, -0.624], [-1.719, 3.346, -1.133], [2.919, -0.654, -1.099], [0.466, -2.582, -1.153], [-1.036, 3.631, 2.637], [-0.991, -2.289, 2.485], [-2.829, -3.014, -0.659], [-0.596, -3.246, -3.298], [5.096, -0.292, -2.477], [1.527, -4.123, -2.587], [-0.295, -0.456, 4.009], [-3.712, -0.994, -0.814], [-1.004, -0.785, 2.701], [3.227, 1.778, 4.113], [-0.042, 4.575, 1.973], [-2.447, -0.285, 2.738], [2.841, 1.537, 2.661], [0.627, -4.822, -4.672], [-4.834, -1.711, -1.038], [1.415, -0.345, -4.225], [-2.681, 2.420, -0.931], [-3.685, 0.466, -0.777], [-4.796, 1.236, -0.768], [3.488, 2.582, 1.760], [-0.486, -4.012, -4.446], [1.645, -4.891, -3.736], [-0.717, -0.153, -3.681], [-2.459, 4.137, 2.445], [-0.731, 3.487, 4.124], [0.433, -3.286, -2.363], [3.249, 0.136, 2.225], [-0.740, 0.196, -5.152], [3.895, -0.501, -1.681], [1.523, -2.912, -0.458], [0.725, 0.048, -5.537], [2.898, 2.770, 4.430], [2.753, 1.034, 4.757], [-0.763, 3.046, -0.941], [-3.169, 3.447, 2.905], [-1.471, 2.837, 4.596], [2.507, -5.526, -3.896], [4.310, 1.715, 4.240], [2.798, -0.606, 2.892], [-3.020, -0.864, 3.464], [-0.770, 4.463, 4.615], [2.923, -0.046, 1.199], [3.181, 2.435, 0.724], [-1.279, -3.978, -5.183], [-2.910, -0.408, 1.757], [0.260, 3.057, 4.267], [-0.245, 4.651, 0.903], [-1.688, -2.765, 3.176], [-0.001, -2.713, 2.658], [4.810, -0.357, -3.525], [4.334, 0.021, 2.270], [-5.824, -1.348, -1.253], [-0.113, 5.572, 2.413], [-1.415, -0.480, -5.678], [-0.311, 0.613, 4.223], [-2.173, -4.930, -0.746], [0.694, -5.407, -5.579], [-5.827, 0.927, -0.717], [0.744, -0.789, 3.982], [-2.695, 4.207, 1.383], [-1.308, -2.522, 1.474], [4.576, 2.508, 1.825], [-2.488, 0.770, 3.007], [5.516, 0.692, -2.270], [-1.454, -2.607, -3.128], [5.841, -1.051, -2.247], [1.180, 0.962, -5.916], [1.293, -1.593, 1.025], [0.909, -0.737, -6.270], [-0.803, -0.980, 4.821], [2.720, -2.503, 1.104], [-1.132, 1.207, -5.270], [-1.959, 4.318, -1.066], [3.196, 3.586, 2.075], [0.979, 4.212, 2.105], [-0.978, -3.746, -0.448], [-2.581, 5.122, 2.901]]
}

=====

Entry 2:
{
  "formula": "C31H46O2",
  "method": "wB97M-V/def2-TZVPD",
  "charge": 0,
  "e_lumo_ev": -1.2,
  "energy_ha": -1359.34239,
  "gap_ev": 7.68,
  "e_homo_ev": -8.9,
  "elements": ["O", "O", "C", "C", "C", "C", "C", "C", "C", "C", "C", "C", "C", "C", "C", "C", "C", "C", "C", "C", "C", "C", "C", "C", "C", "C", "C", "C", "C", "C", "C", "C", "C", "H", "H", "H", "H", "H", "H", "H", "H", "H", "H", "H", "H", "H", "H", "H", "H", "H", "H", "H", "H", "H", "H", "H", "H", "H", "H", "H", "H", "H", "H", "H", "H", "H", "H", "H", "H", "H", "H", "H", "H", "H", "H", "H", "H", "H", "H"],
  "coordinates": [[-2.839, 0.628, 0.155], [0.195, 3.619, -3.091], [2.408, 1.399, 1.660], [-2.701, -3.066, 2.566], [0.962, 1.789, 3.707], [-0.127, 4.608, -0.537], [2.042, 0.909, 3.060], [-0.431, -3.426, -0.566], [-0.893, 1.261, -4.143], [-1.560, 2.590, -0.143], [-0.316, 1.791, 2.909], [1.007, -0.702, -0.877], [-3.434, -2.913, 0.187], [-0.971, -2.879, 0.758], [4.744, 0.504, 1.332], [-1.172, 0.569, 3.051], [-2.324, -0.633, -3.798], [1.800, 0.554, -1.244], [1.543, -1.990, -1.508], [-0.630, 2.836, 2.151], [-2.555, -0.223, -2.496], [1.169, -2.077, -2.987], [3.286, 0.411, 0.883], [-2.177, 1.325, -0.597], [-1.487, 0.106, -4.621], [-1.123, 1.684, -2.838], [3.203, 0.641, -0.633], [1.084, -3.245, -0.747], [-0.778, 3.332, -0.959], [-0.498, 2.934, -2.360], [-1.854, 2.975, 1.284], [-1.951, 0.930, -2.003], [-2.351, -3.437, 1.125], [0.089, -2.095, -3.117], [0.116, 5.196, -1.419], [1.001, -0.806, 0.207], [2.923, 0.905, 3.705], [-3.474, -1.828, 0.244], [-2.763, -1.986, 2.669], [-3.235, -3.211, -0.841], [-1.034, -1.791, 0.722], [-2.314, -4.531, 1.048], [2.636, -1.976, -1.443], [-0.561, -0.302, 3.273], [1.898, 0.622, -2.330], [-1.301, -0.218, -5.633], [-3.199, -0.790, -1.841], [-0.765, 5.185, 0.127], [1.557, -3.245, 0.239], [-2.657, 2.338, 1.654], [2.938, -0.605, 1.094], [5.145, 1.493, 1.121], [0.806, 4.393, -0.016], [1.345, 2.807, 3.797], [-4.407, -3.308, 0.471], [-0.272, -3.148, 1.555], [1.476, -4.110, -1.287], [2.918, 2.363, 1.729], [-1.947, -3.438, 3.256], [1.555, -1.219, -3.533], [1.677, -0.118, 2.992], [4.831, 0.317, 2.399], [3.608, 1.630, -0.862], [-3.661, -3.494, 2.847], [-0.959, -2.963, -1.400], [1.585, -2.978, -3.433], [1.219, 1.426, -0.933], [-2.193, 4.014, 1.316], [5.353, -0.229, 0.808], [-1.748, 0.370, 2.152], [0.046, 3.679, 2.127], [-0.650, -4.496, -0.597], [3.851, -0.091, -1.121], [-1.871, 0.704, 3.879], [-0.244, 1.856, -4.769], [-0.028, -0.562, -1.196], [1.477, 1.555, 1.117], [0.757, 1.412, 4.712], [-2.796, -1.530, -4.171]]
}

=====

Entry 3:
{
  "formula": "C31H46P2Sn",
  "method": "wB97M-V/def2-TZVPD",
  "charge": 2,
  "e_lumo_ev": [-7.9, -7.9],
  "energy_ha": -2104.99756,
  "gap_ev": [2.89, 3.00],
  "e_homo_ev": [-10.8, -10.9],
  "elements": ["Sn", "P", "P", "C", "C", "C", "C", "C", "C", "C", "C", "C", "C", "C", "C", "C", "C", "C", "C", "C", "C", "C", "C", "C", "C", "C", "C", "C", "C", "C", "C", "C", "C", "C", "H", "H", "H", "H", "H", "H", "H", "H", "H", "H", "H", "H", "H", "H", "H", "H", "H", "H", "H", "H", "H", "H", "H", "H", "H", "H", "H", "H", "H", "H", "H", "H", "H", "H", "H", "H", "H", "H", "H", "H", "H", "H", "H", "H", "H", "H"],
  "coordinates": [[-1.698, -2.424, 0.509], [2.399, -3.597, -1.355], [-0.802, -3.721, -1.596], [-1.956, 2.127, 5.863], [-3.430, 1.986, -2.057], [3.180, 1.476, -1.389], [-2.289, 0.091, 2.736], [3.000, -0.922, 0.585], [3.817, 0.260, -2.144], [-1.599, 3.608, 0.733], [-1.130, 3.011, -1.439], [3.275, -4.190, -2.861], [3.462, 1.530, 0.105], [-2.659, 0.882, 3.866], [-3.988, 0.847, 4.391], [-2.776, 3.068, 0.171], [2.154, -1.675, -1.699], [0.827, 3.997, -0.080], [-2.491, 2.682, -1.170], [-4.041, 2.831, 0.877], [3.325, 0.500, 0.964], [-4.253, 1.354, 5.665], [-3.237, 1.971, 6.411], [0.802, -4.432, -1.041], [-1.669, 1.608, 4.598], [1.802, -0.991, -0.363], [-1.740, -5.303, -1.614], [3.015, -0.893, -2.524], [-2.020, -0.716, 1.811], [-1.483, 4.035, 2.124], [-0.455, -3.599, -3.391], [-0.448, 2.712, -2.709], [-0.571, 3.577, -0.263], [3.462, -4.013, 0.066], [-0.554, 4.572, 2.300], [0.167, -4.462, -3.658], [-0.985, 3.166, -3.554], [-0.421, 1.627, -2.905], [-1.393, -3.666, -3.951], [3.029, -1.093, -3.602], [3.711, -5.197, -2.799], [-3.997, 1.910, 1.474], [-3.117, 2.051, -3.104], [4.109, -3.500, -3.049], [3.382, 0.662, 2.041], [-2.048, -5.579, -0.595], [-4.264, 3.649, 1.567], [-4.788, 0.388, 3.783], [4.721, -0.012, -1.583], [-3.441, 2.324, 7.425], [-2.605, -5.206, -2.288], [2.758, -1.488, 1.495], [1.119, 4.797, -0.773], [-1.048, -6.065, -2.007], [-4.881, 2.733, 0.175], [1.208, -1.839, -2.258], [3.609, 2.396, -1.807], [-2.333, 4.650, 2.454], [-5.271, 1.265, 6.085], [0.057, -2.668, -3.645], [2.863, -4.302, 0.945], [-3.534, 0.914, -1.800], [-0.678, 1.735, 4.152], [0.935, -1.425, 0.182], [-4.428, 2.435, -1.959], [1.507, 0.050, -0.579], [0.576, 3.106, -2.718], [3.819, 2.493, 0.456], [4.161, -4.849, -0.107], [3.871, -1.430, 0.170], [4.165, 0.687, -3.105], [1.514, 3.160, -0.252], [-1.472, 3.160, 2.783], [0.878, -5.417, -1.543], [0.676, -4.659, 0.032], [2.109, 1.588, -1.630], [1.002, 4.345, 0.943], [2.618, -4.171, -3.742], [4.082, -3.162, 0.359], [-1.174, 2.655, 6.415]]
}